C27H35ClGeN4NiO5Si as an isolated structure. Source: OMol25; level of theory: the ωB97M-V functional and the def2-TZVPD basis.

Its multiplicity is 3. For the lowest unoccupied orbital energy (alpha / beta), the calculation gives 4.5 / 4.5 eV. The frontier orbital gap (alpha / beta) is 5.024 / 5.391 eV. As for the energy above the lowest of the compared OMol25 structures with the same formula, charge and spin: 0.0 kJ/mol. As for the highest occupied orbital energy (alpha / beta): -0.0186 / -0.0321 Eh. The net charge is -2.

Each line ends with the Mulliken charge.
Element x y z (Å)
Ge -0.6026 3.2068 1.5587  1.657
Ni 0.8670 0.4286 0.2284  -0.402
Cl -1.8785 -0.4996 -1.8940  1.769
Si 2.7062 0.0017 -2.5806  0.048
O -3.1346 -0.2246 -1.2389  -0.673
O 2.1028 -0.0385 -1.1104  -0.254
O -1.2602 -1.6469 -1.2561  -0.779
O -2.1078 -0.7987 -3.2827  -0.760
O -1.0089 0.6448 -1.7775  -0.526
N 1.4150 -1.4977 2.8076  -0.485
N 0.5305 -2.0320 3.5698  -0.563
N 0.9012 -1.2620 1.5912  0.293
N -0.5923 -2.1472 2.8322  0.840
C -2.6943 -1.3217 3.8548  1.112
C -3.5304 3.8950 1.7033  -0.139
C -1.3623 3.9846 5.6894  -0.626
C -0.3344 -1.7017 1.6040  -0.558
C 0.4660 6.7913 -0.5501  -0.711
C 0.2527 1.5471 1.5999  -0.078
C -2.8144 2.9772 -0.3764  -0.439
C -1.4013 3.4965 4.3903  -0.096
C -0.5806 5.0922 5.9924  -0.390
C -5.1188 3.6136 -0.0828  -0.402
C 3.9140 1.4550 -2.7977  -1.026
C 0.2792 4.5575 0.3844  -0.354
C 2.0555 5.1047 -1.1748  -0.575
C 3.7122 -1.5688 -2.9275  -1.120
C -0.1819 5.8683 0.2603  0.072
C 0.1561 5.6951 4.9825  -0.602
C 1.5896 6.4086 -1.2739  -0.350
C 1.4487 0.1545 -3.9761  -0.973
C -4.8267 4.0163 1.2127  -0.611
C -4.1044 3.0905 -0.8752  -0.572
C -1.8705 -2.5334 3.3911  -1.370
C 0.1064 5.1956 3.6857  -0.314
C 1.4084 4.1946 -0.3458  -0.545
C -1.9579 -0.5039 4.9109  -1.494
C -3.1069 -0.4358 2.6811  -1.270
C -0.6778 4.0907 3.3522  -0.430
C -2.4965 3.3748 0.9234  0.121
H 0.6964 5.6806 2.9153  0.298
H 0.0901 7.8065 -0.6260  0.355
H 2.0957 7.1220 -1.9154  0.347
H 2.9243 4.7900 -1.7422  0.387
H -1.0742 6.1749 0.7999  0.385
H 1.9318 0.4924 -4.9003  0.418
H -3.5941 -1.7552 4.3103  0.305
H 1.7889 3.1808 -0.2534  0.142
H 3.3654 2.3857 -2.9680  0.165
H -1.0299 -1.6052 0.7809  0.727
H 0.3147 1.2303 2.6512  0.459
H -6.1289 3.6966 -0.4693  0.335
H -2.0519 2.5324 -1.0062  0.169
H -5.6069 4.4252 1.8473  0.349
H -1.9376 3.4939 6.4674  0.374
H -2.5803 0.3327 5.2340  0.455
H -3.3288 4.2279 2.7166  0.308
H 0.6667 0.8622 -3.7039  0.170
H -1.0343 -0.0852 4.5080  0.170
H 0.7803 6.5544 5.2038  0.375
H -3.6765 -0.9850 1.9281  0.377
H 0.9485 -0.7967 -4.1734  0.280
H -1.7002 -1.1032 5.7880  0.401
H -2.0082 2.6197 4.1809  0.315
H -2.4075 -3.0684 2.6061  0.458
H 4.5871 1.2962 -3.6469  0.386
H -0.5405 5.4740 7.0065  0.336
H -3.7221 0.3950 3.0314  0.494
H 4.1635 -1.5420 -3.9252  0.320
H -2.2417 0.0129 2.1816  -0.091
H 4.5171 1.5859 -1.8957  0.298
H -1.6663 -3.2238 4.2101  0.410
H -4.3162 2.7474 -1.8810  0.377
H 3.0616 -2.4449 -2.8675  0.262
H 4.5106 -1.6911 -2.1908  0.260